## A
One molecule with the formula C8H14N4O5, computed with ωB97M-V/def2-TZVPD.

## Properties
SMILES: NC(=O)C[C@H](NC(=O)[C@@H](N)CC(N)=O)C(=O)O
HOMO in eV: -9.8931

Geometry as ORCA input:
```
! wB97M-V def2-TZVPD RIJCOSX def2/J DEFGRID3
* xyz 0 1
C 1.1722 1.2005 -0.9059
C 0.4539 -0.1029 -0.5336
C 2.7207 1.0201 -0.8192
C 3.3862 2.1539 -1.6180
C -1.4556 -1.1003 0.5512
C -2.0900 -1.9093 -0.6351
C -2.4668 -0.5802 1.5798
C -2.9659 -1.6812 2.5313
H 0.8618 3.2158 -0.3747
H 1.1593 2.2955 0.8754
H 0.9164 1.4578 -1.9488
H 2.9998 0.0735 -1.2772
H 3.0450 0.9549 0.2215
H 5.2195 1.1884 -1.4150
H 5.3164 2.7239 -2.1030
H -0.8922 1.0267 0.2621
H -0.6932 -1.7299 1.0713
H -1.9403 0.0812 2.1843
H -3.3005 -0.0172 1.0520
H -4.2275 -2.4310 1.1202
H -4.4221 -3.0635 2.7316
H -0.2934 -2.2153 -1.2818
N 0.6868 2.2870 -0.0204
N 4.7177 1.9942 -1.7289
N -0.7530 0.0366 -0.0106
N -4.1150 -2.3068 2.1312
O 1.0115 -1.1831 -0.7816
O 2.7864 3.0747 -2.1368
O -3.2882 -1.9477 -0.7867
O -2.3145 -2.0228 3.5415
O -1.2356 -2.4934 -1.4759
*
```

---

## B
One molecule with the formula C8H14N4O5, computed with ωB97M-V/def2-TZVPD.

## Properties
SMILES: NC(=O)C[C@H](NC(=O)[C@@H](N)CC(N)=O)C(=O)O
HOMO in eV: -9.4622

Geometry as ORCA input:
```
! wB97M-V def2-TZVPD RIJCOSX def2/J DEFGRID3
* xyz 0 1
C 1.4063 -1.4996 0.1138
C 0.0577 -0.9835 -0.4150
C 2.5214 -0.4943 -0.2313
C 2.7035 0.6151 0.8015
C -1.5358 0.8581 -0.3521
C -1.0966 2.2948 -0.6697
C -2.7895 0.8595 0.5107
C -3.5072 -0.4683 0.6901
H 1.4737 -2.8065 -1.4087
H 1.1443 -3.4859 0.0303
H 1.3422 -1.5651 1.1951
H 2.3457 -0.0370 -1.2130
H 3.4446 -1.0657 -0.3202
H 4.6241 1.0128 0.0786
H 4.0682 1.9800 1.3759
H 0.1648 0.5569 0.9500
H -1.7754 0.4138 -1.3145
H -2.5774 1.2427 1.5106
H -3.5098 1.5624 0.0928
H -3.7345 -2.3431 -0.0423
H -2.4083 -1.4963 -0.7850
H 0.3498 3.3276 -1.1134
N 1.7408 -2.8018 -0.4165
N 3.8704 1.2885 0.7127
N -0.4463 0.0957 0.2102
N -3.2509 -1.4563 -0.2022
O -0.5064 -1.5434 -1.3629
O 1.8539 0.9000 1.6439
O -1.8466 3.2342 -0.7282
O -4.3445 -0.5950 1.5826
O 0.2176 2.3996 -0.9238
*
```

---

Which is most stable, and by how much? B, by 0.0121 hartree.

---

## A
A 33-piece molecular cluster, H66O33 overall, computed with ωB97M-V/def2-TZVPD.

## Properties
HOMO in eV: -10.3153

Geometry as ORCA input:
```
! wB97M-V def2-TZVPD RIJCOSX def2/J DEFGRID3
* xyz 0 1
O -9.5160 -17.4249 0.7008
H -9.9412 -16.5849 0.9576
H -9.2083 -17.7648 1.5510
O -17.0493 -15.7420 4.3586
H -17.4011 -15.2711 3.5888
H -17.0302 -16.6575 4.0905
O -15.7775 -11.9477 4.7044
H -16.3445 -12.4631 4.1193
H -14.8839 -12.2649 4.6044
O -11.5417 -21.4902 -2.0333
H -10.7314 -21.1302 -1.6585
H -11.8493 -20.7716 -2.6143
O -11.4990 -11.1832 -1.3129
H -12.2708 -11.0472 -0.7325
H -11.3672 -10.4174 -1.8763
O -17.3783 -16.2550 -1.7114
H -17.7862 -16.2314 -2.5939
H -16.4338 -16.2251 -1.8893
O -10.0253 -17.1809 4.9032
H -10.0344 -18.0512 4.4635
H -9.1397 -17.1031 5.2669
O -7.5372 -15.6463 2.6880
H -7.3648 -15.6917 1.7032
H -7.8294 -14.7148 2.7661
O -8.8516 -12.4262 2.6075
H -9.3541 -13.1474 3.0251
H -8.9134 -12.5827 1.6717
O -13.2585 -17.4658 -1.9635
H -13.2154 -17.2377 -1.0073
H -13.8691 -18.1707 -2.0963
O -12.8214 -13.2728 -3.5168
H -13.0406 -14.2017 -3.7261
H -13.0339 -13.0833 -2.6054
O -16.9144 -14.0490 1.5842
H -17.1192 -13.1039 1.5968
H -15.9568 -14.0219 1.3845
O -10.7551 -14.6963 4.0112
H -10.6651 -15.5510 4.5248
H -11.0004 -13.9629 4.6044
O -10.3597 -19.3547 2.9457
H -9.7531 -20.0637 2.7504
H -11.2288 -19.7037 2.7602
O -14.9252 -17.1506 2.5453
H -14.8001 -16.7406 3.4155
H -15.8531 -16.9984 2.2432
O -14.6071 -15.7252 5.5701
H -14.5180 -15.6107 6.5254
H -15.5142 -15.4374 5.3060
O -13.9518 -11.1439 -0.0323
H -14.3919 -11.9660 -0.2829
H -13.9297 -11.1284 0.9302
O -14.3426 -13.8212 0.6464
H -14.1415 -14.7710 0.5639
H -13.6098 -13.3766 1.1377
O -10.5101 -17.3465 -3.0102
H -10.1035 -18.1164 -2.5755
H -11.4673 -17.4480 -2.9105
O -13.5155 -15.9897 -4.3327
H -13.8444 -16.5081 -5.0780
H -13.2648 -16.5936 -3.6145
O -11.0278 -15.2410 1.2804
H -11.0204 -14.9602 2.2819
H -10.8341 -14.3760 0.7547
O -9.3476 -19.4475 -1.2391
H -9.4081 -18.9001 -0.4335
H -8.4849 -19.8456 -1.2387
O -9.8903 -13.1344 -0.2002
H -10.3898 -12.3753 -0.5467
H -9.8077 -13.7128 -0.9718
O -7.3465 -15.8469 -0.1941
H -7.6806 -15.0872 -0.6778
H -7.9384 -16.5780 -0.3975
O -14.8192 -19.4600 -3.5402
H -15.2433 -19.5534 -4.4017
H -14.9531 -20.2698 -3.0152
O -13.9274 -22.1354 1.2986
H -13.3511 -21.4041 1.0413
H -13.3566 -22.6437 1.9010
O -12.7132 -13.3254 5.4871
H -13.1248 -14.2252 5.4170
H -12.8870 -12.9871 6.3668
O -17.4236 -16.9600 1.5041
H -17.4661 -17.5303 0.7244
H -17.6863 -16.0721 1.2460
O -12.8549 -20.9683 3.4192
H -12.7204 -20.3575 4.1494
H -13.7913 -20.8783 3.1496
O -12.5496 -12.2584 2.3165
H -11.7147 -11.7446 2.4242
H -12.5466 -12.8706 3.0603
O -9.1999 -14.7984 -2.4149
H -9.2621 -14.2547 -3.2107
H -9.7878 -15.5289 -2.5270
O -13.5365 -16.4237 0.5624
H -12.6171 -16.0238 0.6160
H -13.9288 -16.6355 1.4413
O -14.2180 -21.2391 -1.4424
H -14.5864 -21.7411 -0.7001
H -13.2832 -21.5739 -1.4932
*
```

---

## B
A 33-piece molecular cluster, H66O33 overall, computed with ωB97M-V/def2-TZVPD.

## Properties
HOMO in eV: -9.8000

Geometry as ORCA input:
```
! wB97M-V def2-TZVPD RIJCOSX def2/J DEFGRID3
* xyz 0 1
O 10.4089 17.4747 -16.0433
H 11.2769 17.8781 -16.0375
H 10.5720 16.5576 -16.2638
O 8.8280 24.9005 -13.0744
H 9.2163 24.0299 -13.1607
H 9.3752 25.3442 -12.4263
O 9.2763 24.6301 -9.4789
H 8.3950 24.9762 -9.6191
H 9.4523 24.7902 -8.5518
O 6.4748 23.9679 -15.3363
H 6.8892 24.1725 -14.4981
H 5.5497 24.1747 -15.2035
O 12.5061 21.0931 -11.5140
H 11.9042 20.8780 -10.8014
H 12.1310 20.6635 -12.2828
O 6.2696 20.3651 -10.0965
H 7.1138 20.0956 -10.4584
H 5.6323 20.1236 -10.7687
O 9.6612 22.3139 -13.6151
H 10.5567 22.4078 -13.9400
H 9.3013 21.5794 -14.1122
O 11.2523 19.3518 -13.5459
H 11.8647 19.3006 -14.2798
H 10.7754 18.5223 -13.5730
O 13.0018 18.6122 -15.7739
H 13.9465 18.4753 -15.7027
H 12.9072 19.2890 -16.4441
O 12.8793 20.7725 -17.3355
H 13.0493 21.3528 -18.0775
H 12.2354 20.1451 -17.6642
O 6.3771 25.2097 -12.1384
H 6.0586 24.3122 -12.0416
H 7.3106 25.1139 -12.3271
O 15.7649 22.9416 -14.6517
H 15.5088 23.8175 -14.3630
H 15.0089 22.3911 -14.4478
O 12.2962 23.6488 -11.2535
H 12.6236 22.7679 -11.4357
H 11.5790 23.5150 -10.6339
O 10.0566 22.1017 -9.8602
H 9.4230 21.5357 -10.3011
H 9.6719 22.9768 -9.9097
O 14.7388 26.1130 -14.5354
H 13.9298 25.7322 -14.1937
H 14.6292 27.0563 -14.4160
O 14.5048 23.8633 -18.0010
H 14.7120 23.2591 -18.7140
H 13.7219 23.4935 -17.5930
O 4.9421 22.1134 -17.1975
H 5.5143 22.8504 -16.9839
H 4.3650 22.4486 -17.8836
O 14.9164 24.3386 -12.1605
H 15.0650 25.2705 -12.3212
H 14.0893 24.3069 -11.6798
O 8.1495 24.5076 -18.1849
H 8.5165 23.6257 -18.1232
H 8.8868 25.0562 -18.4525
O 11.2692 25.6017 -17.4970
H 11.5847 26.5052 -17.5179
H 11.0203 25.4134 -18.4019
O 15.0537 20.0225 -13.4124
H 14.2949 20.4951 -13.7546
H 15.4641 19.6355 -14.1857
O 12.1668 23.9653 -15.1926
H 11.9243 24.6538 -14.5734
H 12.2631 24.4188 -16.0301
O 9.4975 21.5746 -17.8381
H 9.2850 20.6623 -18.0351
H 10.3530 21.7148 -18.2439
O 8.1216 18.2909 -14.7882
H 8.9148 17.9778 -15.2229
H 7.9437 19.1389 -15.1950
O 13.0541 21.4892 -14.6477
H 12.7679 22.3999 -14.7185
H 12.8868 21.1171 -15.5137
O 5.6915 20.2941 -14.1301
H 6.3274 20.9159 -14.4839
H 5.0318 20.2078 -14.8183
O 7.9274 21.4046 -15.6963
H 7.7453 22.3414 -15.6219
H 8.3958 21.3163 -16.5264
O 6.7652 16.9288 -12.6811
H 7.3132 17.5153 -13.2025
H 5.8715 17.1180 -12.9669
O 4.5101 19.5756 -11.9163
H 5.0488 19.6456 -12.7044
H 3.7088 19.1427 -12.2110
O 10.0942 27.0199 -15.0548
H 10.5300 26.6205 -14.3020
H 9.3962 26.4054 -15.2819
O 8.8229 19.8514 -11.4809
H 9.1728 20.2466 -12.2794
H 9.4568 19.1716 -11.2520
O 11.6800 25.5642 -13.1368
H 11.5550 26.4828 -12.8983
H 11.7477 25.1059 -12.2992
O 5.5398 22.8321 -11.5012
H 4.9226 22.2689 -11.9682
H 5.9846 22.2454 -10.8896
*
```

---

Which is most stable, and by how much? A, by 0.1242 hartree.